(1)
The following is a quantum chemistry calculation of C47H59N2NiOP2Te as an isolated structure at a distorted geometry, from the OMol25 dataset.

Geometry as XYZ:
```
113
Properties=species:S:1:pos:R:3:lowdin_charge:R:1
Ni -1.15133 0.20175 0.83372 0.218
C -3.45502 -2.61223 0.42370 -0.111
C -2.83658 -2.58398 1.82408 -0.514
C -2.89557 -3.97243 2.45571 -0.107
P -1.14408 -1.86761 1.72369 1.106
C -0.30602 -2.34777 3.28021 -0.519
C -1.01467 -1.68214 4.46484 -0.092
C 1.17517 -1.98889 3.26043 -0.112
C -0.26673 -2.70976 0.39630 -0.284
C 0.37581 -3.93891 0.49178 -0.091
C 1.16504 -4.40498 -0.54722 -0.090
C 1.33320 -3.59819 -1.66848 -0.074
C 0.69143 -2.37629 -1.77868 -0.046
C -0.16516 -1.92706 -0.76506 -0.293
N -0.87421 -0.71750 -0.80311 -0.061
C -1.51106 -0.31089 -1.96521 -0.289
C -1.68713 -1.11327 -3.11333 -0.031
C -2.36993 -0.63888 -4.21611 -0.086
C -2.92560 0.63732 -4.24140 -0.100
C -2.80134 1.41784 -3.10761 -0.098
C -2.11074 0.96399 -1.98536 -0.293
P -2.02692 1.84928 -0.42257 1.114
C -3.77919 2.26234 -0.04841 -0.508
C -3.94543 3.10606 1.21733 -0.102
C -4.57887 0.96512 0.07129 -0.107
C -1.11899 3.42333 -0.70863 -0.487
C -0.68306 4.08972 0.59841 -0.093
C -1.84823 4.42651 -1.60028 -0.095
H -4.52824 -2.80077 0.49665 0.085
H -3.30546 -1.67994 -0.12057 0.042
H -3.00852 -3.41261 -0.17092 0.085
H -3.39993 -1.87664 2.44184 0.108
H -2.27420 -4.67922 1.89879 0.078
H -2.57684 -3.98084 3.49810 0.063
H -3.92126 -4.34734 2.42240 0.082
H -0.41715 -3.43277 3.37087 0.096
H -0.95900 -0.59567 4.39289 0.063
H -2.07148 -1.95008 4.52787 0.069
H -0.53811 -1.98526 5.39962 0.085
H 1.29925 -0.91882 3.09687 -0.001
H 1.62311 -2.24109 4.22499 0.085
H 1.72604 -2.51101 2.47813 0.071
H 0.28516 -4.52400 1.40087 0.104
H 1.66606 -5.36086 -0.47219 0.099
H 1.99116 -3.92069 -2.46680 0.105
H 0.86128 -1.75335 -2.64690 0.110
H -1.31888 -2.12718 -3.12810 0.099
H -2.48749 -1.29205 -5.07320 0.104
H -3.46391 0.99680 -5.10803 0.097
H -3.28037 2.38991 -3.08047 0.093
H -4.14207 2.83246 -0.90970 0.101
H -3.39344 2.66756 2.05004 0.052
H -3.60862 4.13360 1.07480 0.061
H -5.00348 3.14114 1.48901 0.081
H -4.21832 0.37622 0.91955 0.068
H -5.63095 1.19762 0.25053 0.082
H -4.51057 0.35135 -0.82781 0.071
H -0.22004 3.08035 -1.22757 0.079
H -1.53579 4.49189 1.14922 0.065
H -0.14235 3.40204 1.24493 0.047
H -0.01965 4.92517 0.36651 0.080
H -2.80094 4.73756 -1.16361 0.072
H -1.23219 5.32375 -1.70248 0.082
H -2.03499 4.04271 -2.60301 0.061
C 8.91536 3.70236 2.03405 -0.054
C 7.52268 3.13416 1.98162 -0.271
C 6.57637 3.45596 2.94260 -0.023
C 5.28432 2.93668 2.90267 -0.328
C 4.32053 3.32666 3.99636 -0.098
C 4.92069 2.07063 1.86414 -0.400
Te 2.91275 1.26236 1.85948 1.545
N 0.47531 1.17834 2.00483 -0.051
C -0.45447 1.49337 2.83745 -0.629
O -1.66304 1.10444 2.51359 -0.165
C -0.26619 2.28560 4.08417 -0.157
C -1.19017 3.27306 4.41123 -0.020
C -1.02270 4.02955 5.56121 -0.076
C 0.05526 3.78832 6.40333 -0.087
C 0.96741 2.78997 6.09005 -0.079
C 0.81047 2.04435 4.93060 -0.052
C 2.48914 2.05703 -0.04443 -0.449
C 2.07599 1.15659 -1.02487 -0.150
C 1.82239 1.58263 -2.32114 -0.091
C 1.99074 2.92318 -2.63915 -0.092
C 2.37833 3.82163 -1.65537 -0.059
C 2.62085 3.41506 -0.34192 -0.307
C 2.99506 4.43329 0.69885 -0.060
C 5.87128 1.71439 0.89284 -0.293
C 5.58776 0.77482 -0.24935 -0.070
C 7.15098 2.25933 0.97020 -0.022
H 9.03954 4.36474 2.89067 0.071
H 9.14106 4.27365 1.13136 0.080
H 9.66178 2.90929 2.11179 0.080
H 6.84775 4.13269 3.74725 0.111
H 4.74668 4.11233 4.62152 0.076
H 4.08709 2.47798 4.64586 0.072
H 3.37051 3.68349 3.59322 0.042
H -2.03503 3.44365 3.75562 0.103
H -1.73749 4.80580 5.80431 0.103
H 0.18075 4.37656 7.30374 0.101
H 1.80605 2.59442 6.74690 0.104
H 1.52485 1.27132 4.67813 0.082
H 1.95512 0.10886 -0.77156 0.080
H 1.49900 0.87099 -3.07149 0.101
H 1.81056 3.27170 -3.64925 0.104
H 2.48901 4.87247 -1.90321 0.111
H 2.81932 5.44365 0.32786 0.080
H 4.04809 4.34784 0.97971 0.077
H 2.40538 4.29263 1.60838 0.061
H 4.88306 -0.00921 0.02690 0.047
H 6.51187 0.29973 -0.58105 0.076
H 5.15867 1.30725 -1.10126 0.083
H 7.88285 1.98115 0.21677 0.118
```

The LUMO energy (alpha / beta) comes out at 0.0180 / -0.0200 hartree. As for the HOMO-LUMO gap (alpha / beta): 7.37 / 6.36 eV. The expectation value of S² is 0.819. As for the spin multiplicity: 2.

(2)
The following is a quantum chemistry calculation of C47H59N4O5RbSSi as an isolated structure, from the OMol25 dataset.

Geometry as XYZ:
```
118
Properties=species:S:1:pos:R:3:lowdin_charge:R:1
Rb -0.51226 -1.52067 -0.26432 0.627
C 4.03346 -0.47344 2.27576 -0.019
C 2.83212 0.31582 2.79878 -0.646
C 1.92558 -0.59843 3.60303 -0.029
C 3.29743 1.47420 3.68544 -0.028
O 2.06176 0.75797 1.68867 -0.167
Si 2.21514 2.12940 0.75297 -0.200
S 1.26909 1.96126 -1.03017 0.310
O 3.86770 2.36079 0.74365 -0.179
C 4.69859 3.31911 0.11938 -0.668
C 5.66761 2.55456 -0.77691 -0.033
C 5.45239 4.04358 1.23366 -0.040
C 3.91692 4.33581 -0.71193 -0.060
O 1.73524 3.41765 1.71908 -0.170
C 0.40804 3.82065 2.04595 -0.663
C 0.51417 4.59552 3.35476 -0.042
C -0.52700 2.62133 2.22804 -0.037
C -0.12787 4.72871 0.94096 -0.048
H 4.67011 -0.81119 3.09994 0.081
H 4.61591 0.16005 1.60469 0.076
H 3.68107 -1.34442 1.71710 0.079
H 2.45601 -1.01743 4.46362 0.086
H 1.57960 -1.41177 2.96981 0.072
H 1.05257 -0.04413 3.96190 0.081
H 3.87107 1.08368 4.53120 0.081
H 2.43485 2.02673 4.06699 0.074
H 3.92048 2.16678 3.11826 0.069
H 6.22631 1.82456 -0.18550 0.079
H 6.37272 3.23482 -1.26469 0.078
H 5.10019 2.01839 -1.54122 0.089
H 6.06387 3.33543 1.80055 0.080
H 4.72970 4.50046 1.91468 0.084
H 6.10059 4.82435 0.82379 0.076
H 3.31562 3.83046 -1.46986 0.038
H 4.61490 5.02664 -1.19295 0.079
H 3.23252 4.90244 -0.07359 0.080
H 0.90613 3.94700 4.14335 0.072
H -0.46597 4.97269 3.66128 0.080
H 1.19805 5.43885 3.23011 0.080
H -0.09705 1.90711 2.93576 0.074
H -0.67112 2.10727 1.27354 0.063
H -1.49990 2.95486 2.60126 0.086
H 0.47875 5.63704 0.87405 0.081
H -1.16779 5.00873 1.14048 0.083
H -0.07159 4.19925 -0.01257 0.030
O -6.30441 3.18011 -0.25214 0.116
C -6.36077 2.49537 0.89605 -0.487
O -7.25504 2.72414 1.66849 0.087
C -5.30104 1.47070 1.16993 -0.123
C -4.29855 1.11087 0.27475 0.028
C -3.35738 0.15718 0.63300 -0.002
C -3.38229 -0.43785 1.88761 -0.245
C -4.40970 -0.10479 2.76780 -0.014
C -5.35058 0.83766 2.40925 -0.019
N -2.36031 -1.37873 2.13692 0.082
C -2.10625 -1.85906 3.26337 -0.088
C -1.05976 -2.90013 3.43656 -0.269
C -0.81727 -3.42233 4.69538 -0.036
C 0.14596 -4.41441 4.83386 -0.076
C 0.82402 -4.84511 3.71056 -0.048
C 0.52715 -4.24454 2.48817 -0.105
N -0.38500 -3.29334 2.36079 0.113
H -5.53436 2.94018 -0.79855 0.067
H -4.22253 1.52623 -0.72437 0.095
H -2.59112 -0.13198 -0.08023 0.026
H -4.48937 -0.59945 3.72931 0.100
H -6.15516 1.10089 3.08324 0.114
H -2.63058 -1.54617 4.17455 0.117
H -1.37370 -3.05475 5.55014 0.104
H 0.35815 -4.84345 5.80554 0.099
H 1.56483 -5.63133 3.76579 0.102
H 1.03417 -4.54498 1.57372 0.111
C 2.64014 -1.44525 -2.20877 -0.121
N 2.30692 -2.68150 -1.51559 -0.279
C 3.50750 -3.33899 -1.04871 -0.121
C 1.50503 -3.58211 -2.36329 -0.208
C 0.78920 -4.65221 -1.55458 -0.309
C 1.42794 -5.87021 -1.26858 -0.116
C 0.81302 -6.83488 -0.47438 -0.161
C -0.47211 -6.59257 0.00246 -0.169
C -1.11420 -5.39794 -0.33542 -0.210
C -0.52382 -4.37716 -1.11181 -0.173
H 3.24181 -1.62369 -3.11974 0.084
H 3.20584 -0.79390 -1.54032 0.071
H 1.73477 -0.90836 -2.49204 0.060
H 4.13370 -3.69791 -1.88820 0.082
H 3.25351 -4.19670 -0.42511 0.067
H 4.10353 -2.64137 -0.45482 0.069
H 2.15409 -4.03976 -3.13619 0.113
H 0.75237 -2.97169 -2.86403 0.102
H 2.41852 -6.08384 -1.67647 0.088
H 1.32595 -7.76413 -0.24288 0.072
H -0.96487 -7.33852 0.62847 0.074
H -2.13498 -5.26151 0.03327 0.060
N -1.94862 -0.92859 -2.62017 -0.014
C -2.46477 -0.26272 -3.54441 -0.444
C -2.69952 -0.82179 -4.94355 -0.175
C -2.76821 -2.20607 -5.09171 -0.041
C -2.92281 -2.78189 -6.34375 -0.105
C -2.99600 -1.98364 -7.48415 -0.135
C -2.90959 -0.60467 -7.35234 -0.121
C -2.76768 -0.03106 -6.09107 -0.059
C -2.95297 1.16625 -3.28889 -0.183
C -2.14733 2.01664 -2.52822 -0.052
C -2.58554 3.28039 -2.15900 -0.083
C -3.85919 3.71942 -2.52321 -0.142
C -4.68241 2.87495 -3.26466 -0.129
C -4.22541 1.61526 -3.65039 -0.061
H -2.67025 -2.80730 -4.19244 0.104
H -2.97619 -3.86118 -6.43620 0.089
H -3.11027 -2.43353 -8.46477 0.081
H -2.94647 0.02727 -8.23384 0.084
H -2.70164 1.04822 -5.99636 0.104
H -1.16933 1.66893 -2.21125 0.036
H -1.92873 3.91971 -1.57662 0.090
H -4.20503 4.70628 -2.23438 0.093
H -5.67927 3.19991 -3.54486 0.094
H -4.87144 0.96002 -4.22526 0.109
```

The LUMO energy comes out at 0.1203 hartree. As for the energy above the lowest of the compared OMol25 structures with the same formula, charge and spin: 0.329 eV. The net charge is -2. As for the HOMO-LUMO gap: 4.33 eV.

no.,total energy (eV),M (g mol⁻¹)
1,-121639.39672,916.24
2,-85268.30484,905.63